# 1
The following is a quantum chemistry calculation of the molecule C5H10O, from the OMol25 dataset.

Structure (ORCA input):
```
! wB97M-V def2-TZVPD RIJCOSX def2/J DEFGRID3
* xyz 0 1
H 1.783 -1.583 -0.784
H 1.310 0.800 -1.498
O -2.083 -0.098 0.537
C 0.517 0.561 0.473
H -0.403 0.483 -1.476
H 0.056 -1.925 -0.790
H -0.680 -0.451 2.258
H -1.799 0.955 0.386
C 0.831 -1.290 -1.240
H 1.506 0.432 0.933
C 0.544 0.192 -1.003
H 0.886 -1.533 -2.306
H -1.917 -0.590 -0.287
C -0.596 0.201 1.397
C -0.448 1.554 1.063
H -0.255 2.395 1.715
*
```

Results
**E**: -7390.1353 eV
**Orbital gap**: 8.9910 eV
**E_LUMO**: 0.91 eV
**Largest force on an atom**: 0.30 eV/Å
**Relative energy (zero: lowest compared OMol25 entry of this formula, charge and spin)**: 106.8 kcal per mole



# 2
The following is a quantum chemistry calculation of the molecule C5H10O, from the OMol25 dataset.

Structure (ORCA input):
```
! wB97M-V def2-TZVPD RIJCOSX def2/J DEFGRID3
* xyz 0 1
C -0.547 1.345 -0.502
C 0.932 -0.558 0.090
O 1.500 -1.307 1.153
C 1.965 0.021 0.938
H -1.080 -1.892 -0.957
C -1.502 -1.012 -0.453
H 2.982 0.132 0.570
H 1.655 0.738 1.699
H -2.328 -1.352 0.183
H -1.554 1.653 -0.823
H -1.908 -0.355 -1.206
H -0.179 2.134 0.160
H 0.069 1.376 -1.415
C -0.489 -0.058 0.202
H 1.209 -0.925 -0.904
H -0.725 0.060 1.267
*
```

Results
**E**: -7393.1669 eV
**Orbital gap**: 11.3275 eV
**E_LUMO**: 1.11 eV
**Largest force on an atom**: 1.11 eV/Å
**SMILES string**: CC(C)[C@H]1CO1
**Relative energy (zero: lowest compared OMol25 entry of this formula, charge and spin)**: 36.9 kcal per mole



# 3
The following is a quantum chemistry calculation of the molecule C5H10O, from the OMol25 dataset.

Structure (ORCA input):
```
! wB97M-V def2-TZVPD RIJCOSX def2/J DEFGRID3
* xyz 0 1
H -1.698 -1.246 -1.723
H 0.825 -2.464 -0.110
H 0.260 2.925 1.038
C -0.382 -0.682 -0.118
H 1.180 2.300 -0.357
C -1.691 -1.220 -0.625
C -0.341 0.418 0.633
H 0.970 -1.501 -1.581
C 0.865 -1.435 -0.490
O 0.824 0.920 1.149
H 2.003 2.567 1.208
H -1.243 0.979 0.896
C 1.072 2.247 0.734
H -1.858 -2.249 -0.282
H 1.752 -0.948 -0.079
H -2.538 -0.610 -0.295
*
```

Results
**E**: -7393.6699 eV
**Orbital gap**: 9.6929 eV
**E_LUMO**: 1.04 eV
**Largest force on an atom**: 0.38 eV/Å
**SMILES string**: COC=C(C)C
**Relative energy (zero: lowest compared OMol25 entry of this formula, charge and spin)**: 25.3 kcal per mole